No. 1
DFT (ωB97M-V/def2-TZVPD) results for a molecular structure, C2H7N3OS.

The geometry in XYZ format:
```
14
Properties=species:S:1:pos:R:3:mulliken_charge:R:1
S 0.474 0.049 2.898 -0.31
O -1.575 -1.680 -0.373 -0.46
N 0.328 -0.328 -0.982 -0.16
N -0.724 -1.372 0.695 -0.25
N 0.789 0.551 1.140 -0.51
C 0.206 -0.302 0.380 0.65
C 0.931 0.927 -1.665 -0.72
H 1.974 1.267 -0.658 0.23
H 0.183 -1.054 -1.684 0.28
H -2.607 -1.034 -0.390 0.33
H 1.332 0.645 -2.825 0.25
H -1.306 -1.135 1.528 0.31
H -0.323 1.338 3.678 0.16
H 0.317 2.127 -1.742 0.21
```

Properties
* HOMO-LUMO gap: 8.88 eV
* strongest force on any atom: 0.1110 Eh/bohr

=====

No. 2
DFT (ωB97M-V/def2-TZVPD) results for a gas-phase ion, C2H7N3P (charge +1).

The geometry in XYZ format:
```
13
Properties=species:S:1:pos:R:3:mulliken_charge:R:1
P -0.672 1.985 0.991 0.06
N 0.822 -0.632 -1.487 -0.36
N -1.381 0.494 1.140 -0.34
N 0.240 1.398 -0.446 -0.28
C -0.544 -0.585 0.705 -0.79
C 0.255 0.038 -0.563 0.60
H -0.980 -1.529 0.600 0.45
H 1.654 -0.265 -1.905 0.29
H 0.190 -0.764 1.541 0.30
H -2.390 0.298 0.687 0.35
H 0.416 1.776 1.925 0.11
H 0.861 -1.729 -1.376 0.32
H 0.422 1.918 -1.273 0.28
```

Properties
* HOMO-LUMO gap: 10.38 eV
* SMILES: [NH2+]=C1CNPN1
* charge: +1
* strongest force on any atom: 0.0973 Eh/bohr

=====

No. 3
DFT (ωB97M-V/def2-TZVPD) results for a gas-phase ion, C2H7N3P (charge +1).

The geometry in XYZ format:
```
13
Properties=species:S:1:pos:R:3:mulliken_charge:R:1
P -1.878 0.200 0.002 0.47
N 1.580 1.466 0.009 -0.34
N -1.151 1.491 -0.223 -0.21
N 0.672 0.690 0.438 -0.07
C -0.745 -1.242 0.214 -0.69
C 0.620 -0.637 -0.108 -0.45
H -3.229 -0.152 0.075 0.21
H -1.002 -2.070 -0.450 0.43
H 0.841 -0.666 -1.186 0.39
H 1.685 2.351 0.492 0.26
H -0.802 -1.602 1.244 0.36
H 1.404 -1.204 0.409 0.37
H 2.007 1.376 -0.917 0.25
```

Properties
* HOMO-LUMO gap (alpha / beta): 6.13 / 7.46 eV
* spin multiplicity: 3
* charge: +1
* strongest force on any atom: 0.0627 Eh/bohr

=====

No. 4
DFT (ωB97M-V/def2-TZVPD) results for C2H7N3S in the gas phase.

The geometry in XYZ format:
```
13
Properties=species:S:1:pos:R:3:mulliken_charge:R:1
S 1.936 -2.557 -1.082 -0.16
N -0.315 0.945 0.020 -0.29
N 1.140 -1.195 -0.413 -0.35
N -0.908 -0.312 0.392 -0.49
C -1.274 2.002 0.177 -0.70
C -0.065 -1.293 0.265 0.01
H -1.666 1.969 1.183 0.32
H -0.337 -2.280 0.606 0.37
H -2.138 1.713 -0.500 0.23
H 0.547 1.035 0.580 0.27
H 2.915 -2.700 -0.134 0.14
H -0.944 3.029 -0.074 0.28
H 1.108 -0.355 -1.021 0.37
```

Properties
* HOMO-LUMO gap: 8.97 eV
* SMILES: CN/N=C\NS
* strongest force on any atom: 0.0353 Eh/bohr

=====

No. 5
DFT (ωB97M-V/def2-TZVPD) results for 2 unconnected molecules or ions with the total composition C2H7N3S2.

The geometry in XYZ format:
```
14
Properties=species:S:1:pos:R:3:mulliken_charge:R:1
S -1.301 3.852 -1.333 0.13
S 0.180 2.646 -1.655 0.24
N 0.662 -0.303 -0.037 -0.10
N -1.623 -0.306 -0.498 -0.22
N 1.759 -1.916 1.093 -0.22
C 0.665 -1.428 0.609 0.19
C -0.500 0.339 -0.416 0.12
H -1.116 3.907 0.068 0.30
H 2.663 -1.707 0.774 0.24
H 1.510 0.217 -0.190 0.25
H 1.745 -2.599 1.782 0.26
H -1.815 -1.248 -0.378 0.17
H -0.388 -1.750 0.869 0.32
H -2.439 0.295 -0.688 0.32
```

Properties
* HOMO-LUMO gap: 7.17 eV
* charge: +2
* strongest force on any atom: 0.0682 Eh/bohr

=====

No. 6
DFT (ωB97M-V/def2-TZVPD) results for a gas-phase ion, C2H7N4 (charge +1).

The geometry in XYZ format:
```
13
Properties=species:S:1:pos:R:3:mulliken_charge:R:1
N -0.019 -1.200 -0.242 -0.32
N 1.237 0.081 1.805 -0.47
N -0.649 1.172 -0.987 -0.32
N 0.412 0.835 1.027 0.05
C -0.141 0.342 -0.080 0.57
C -0.646 -1.728 -1.206 -0.24
H -0.524 2.156 -0.682 0.20
H -0.849 -1.215 -2.103 0.28
H 1.522 -0.814 1.524 0.27
H 0.613 1.831 0.983 0.28
H -1.322 1.027 -1.657 0.22
H -0.911 -2.849 -1.163 0.25
H 1.277 0.363 2.780 0.24
```

Properties
* HOMO-LUMO gap: 8.85 eV
* SMILES: C=NC(=[NH2+])NN
* charge: +1
* strongest force on any atom: 0.0802 Eh/bohr

=====

No. 7
DFT (ωB97M-V/def2-TZVPD) results for a gas-phase ion, C2H7N4 (charge +1).

The geometry in XYZ format:
```
13
Properties=species:S:1:pos:R:3:mulliken_charge:R:1
N -0.376 -1.829 -1.295 -0.62
N 0.567 -0.906 -0.968 0.16
N 1.375 0.697 0.399 -0.29
N -0.995 0.242 0.465 -0.35
C -1.355 1.103 1.341 -0.20
C 0.360 0.002 -0.067 0.75
H 1.161 1.531 0.825 0.13
H -0.623 1.733 1.842 0.22
H -0.057 -2.782 -1.385 0.28
H 2.298 0.672 0.233 0.18
H -2.487 1.235 1.598 0.26
H -1.123 -1.766 -0.605 0.30
H 1.413 -0.912 -1.395 0.20
```

Properties
* HOMO-LUMO gap: 8.98 eV
* SMILES: C=NC(=[NH2+])NN
* charge: +1
* strongest force on any atom: 0.0816 Eh/bohr

=====

No. 8
DFT (ωB97M-V/def2-TZVPD) results for a gas-phase ion, C2H7N4 (charge +1).

The geometry in XYZ format:
```
13
Properties=species:S:1:pos:R:3:mulliken_charge:R:1
N 2.212 -0.184 -0.060 -0.40
N 0.256 1.147 -0.209 -0.30
N -1.285 -0.733 -0.283 -0.28
N -1.301 0.559 0.103 -0.17
C 0.026 -1.167 0.101 -0.62
C 0.943 -0.012 -0.081 0.54
H 0.405 -2.146 -0.238 0.36
H -1.869 1.236 -0.357 0.33
H 0.074 -1.363 1.183 0.26
H 0.440 2.083 0.072 0.28
H 2.768 0.742 0.010 0.32
H -1.277 0.635 1.113 0.35
H -1.393 -0.796 -1.354 0.33
```

Properties
* HOMO-LUMO gap (alpha / beta): 7.76 / 7.16 eV
* spin multiplicity: 3
* charge: +1
* strongest force on any atom: 0.1336 Eh/bohr

=====

No. 9
DFT (ωB97M-V/def2-TZVPD) results for a gas-phase ion, C2H7N4O (charge +1).

The geometry in XYZ format:
```
14
Properties=species:S:1:pos:R:3:mulliken_charge:R:1
O -1.015 1.707 0.766 -0.41
N -1.461 -1.475 0.127 0.13
N -1.589 1.092 -0.365 -0.34
N -2.332 -0.773 0.318 -0.20
N 0.666 -0.753 0.767 -0.22
C -0.611 0.390 -1.030 -0.72
C -0.162 -1.022 -0.398 -0.05
H 0.213 0.116 1.144 0.35
H -0.949 0.103 -2.064 0.40
H 1.628 -0.501 0.634 0.33
H 0.510 -1.402 1.462 0.34
H -1.503 2.553 0.919 0.37
H 0.274 1.024 -0.872 0.55
H 0.256 -1.761 -1.071 0.46
```

Properties
* HOMO-LUMO gap (alpha / beta): 8.58 / 8.90 eV
* charge: +1
* strongest force on any atom: 0.0712 Eh/bohr

=====

No. 10
DFT (ωB97M-V/def2-TZVPD) results for a molecular structure, C2H7N4O.

The geometry in XYZ format:
```
14
Properties=species:S:1:pos:R:3:mulliken_charge:R:1
O 1.918 0.199 -0.404 -0.22
N 1.156 -0.887 -0.127 -0.18
N -1.437 -0.993 -0.267 -0.41
N -1.098 1.995 -0.155 -0.50
N -0.460 -0.252 -0.650 0.12
C -0.311 1.017 -0.262 0.32
C 1.219 1.313 0.089 -0.26
H -2.146 2.076 -0.298 0.28
H -1.796 -0.863 0.790 0.30
H 1.380 1.491 1.257 0.26
H -2.014 -1.523 -0.993 0.30
H 1.215 -1.561 -0.923 0.38
H 1.258 -1.307 0.811 0.32
H 1.431 2.291 -0.501 0.30
```

Properties
* HOMO-LUMO gap: 9.30 eV
* charge: +1
* strongest force on any atom: 0.0972 Eh/bohr

=====

No. 11
DFT (ωB97M-V/def2-TZVPD) results for a molecular structure, C2H7N4O2.

The geometry in XYZ format:
```
15
Properties=species:S:1:pos:R:3:mulliken_charge:R:1
O -2.498 0.774 -0.796 -0.60
O -2.073 -1.291 -0.117 -0.50
N -1.716 0.083 -0.178 0.75
N 0.218 -0.704 0.638 -0.42
N 2.048 -0.420 -0.635 -0.21
N -0.172 1.761 0.463 -0.53
C 0.841 -0.812 -0.552 0.11
C -0.514 0.428 0.346 0.18
H -1.647 -1.918 0.661 0.41
H 2.522 -0.088 0.164 0.23
H 0.985 -0.705 1.373 0.37
H 0.360 -1.215 -1.467 0.38
H 2.436 -0.326 -1.536 0.26
H 0.235 2.015 1.311 0.25
H -1.025 2.418 0.325 0.32
```

Properties
* HOMO-LUMO gap (alpha / beta): 7.41 / 7.41 eV
* charge: +1
* strongest force on any atom: 0.0808 Eh/bohr

=====

No. 12
DFT (ωB97M-V/def2-TZVPD) results for C2H7N5 in the gas phase.

The geometry in XYZ format:
```
14
Properties=species:S:1:pos:R:3:mulliken_charge:R:1
N -0.790 1.626 -0.353 -0.64
N -0.958 -0.199 0.831 -0.93
N -0.268 0.342 -0.069 1.72
N -0.629 -1.411 1.015 -0.30
N 0.753 -0.177 -0.532 -0.80
C -0.714 -2.079 2.084 -0.40
C 1.370 0.480 -1.616 -0.67
H 0.711 0.339 -2.540 0.31
H -1.579 1.766 0.258 0.29
H -0.355 -3.004 2.100 0.32
H 2.228 -0.016 -1.928 0.37
H -0.206 2.445 -0.675 0.24
H 1.582 1.534 -1.500 0.18
H -1.144 -1.645 2.926 0.33
```

Properties
* HOMO-LUMO gap: 8.57 eV
* strongest force on any atom: 0.0949 Eh/bohr